(1)
An isolated molecule of C4H8O2. Source: the Open Molecules 2025 dataset; level of theory: the ωB97M-V functional and the def2-TZVPD basis.

Cartesian coordinates (Å):
O (2.11, 0.49, 0.86)
C (1.26, 0.12, -0.22)
C (-0.17, 0.32, 0.25)
C (-1.25, 0.58, -0.82)
O (-2.06, -0.50, -0.34)
C (-1.05, -0.90, 0.60)
H (3.02, 0.40, 0.57)
H (1.43, -0.92, -0.52)
H (1.45, 0.76, -1.10)
H (-0.16, 1.08, 1.03)
H (-1.76, 1.54, -0.76)
H (-0.92, 0.41, -1.85)
H (-1.44, -0.94, 1.63)
H (-0.61, -1.87, 0.35)

Calculated values
structure (SMILES) = OCC1COC1
energy above the lowest of the compared OMol25 structures with the same formula, charge and spin = 50.50 kcal/mol
Kohn-Sham gap = 10.5 eV
E_HOMO = -9.7 eV

***

(2)
The ion Cl3OP2 with charge +1 in a non-equilibrium geometry. Source: the Open Molecules 2025 dataset; level of theory: the ωB97M-V functional and the def2-TZVPD basis.

Cartesian coordinates (Å):
O (-0.04, 0.28, -0.80)
P (-0.50, -0.86, -1.71)
P (0.43, 0.13, 0.97)
Cl (-0.60, -2.32, -0.41)
Cl (1.56, 1.74, 1.01)
Cl (-1.32, 0.78, 1.67)

Calculated values
energy above the lowest of the compared OMol25 structures with the same formula, charge and spin = 1.94 kcal/mol
Kohn-Sham gap = 7.9 eV
E_HOMO = -15.0 eV
total charge = +1

***

(3)
A structure of composition C52H46F9GeN3O3PSSn in a non-equilibrium geometry. Source: the Open Molecules 2025 dataset; level of theory: the ωB97M-V functional and the def2-TZVPD basis.

Cartesian coordinates (Å):
Sn (-0.49, 0.08, -0.17)
C (3.86, -4.26, -1.84)
C (2.34, -4.33, -1.88)
N (1.75, -3.00, -2.23)
C (1.49, -2.77, -3.68)
C (2.58, -2.03, -4.47)
C (1.59, -2.10, -1.31)
S (1.08, -0.56, -1.96)
N (1.91, -2.40, -0.06)
C (1.53, -1.89, 1.09)
O (0.54, -1.08, 1.28)
C (2.25, -2.37, 2.28)
C (3.34, -3.26, 2.13)
C (4.06, -3.66, 3.23)
C (3.72, -3.17, 4.47)
C (2.63, -2.33, 4.67)
C (1.89, -1.92, 3.56)
H (4.29, -5.23, -1.60)
H (4.18, -3.52, -1.09)
H (4.31, -3.94, -2.80)
H (1.98, -4.63, -0.91)
H (1.98, -5.07, -2.62)
H (0.57, -2.22, -3.75)
H (1.30, -3.75, -4.09)
H (2.79, -1.04, -4.08)
H (2.17, -1.90, -5.47)
H (3.50, -2.61, -4.55)
H (3.57, -3.62, 1.13)
H (4.91, -4.32, 3.13)
H (4.31, -3.45, 5.34)
H (2.34, -1.99, 5.66)
H (1.06, -1.24, 3.72)
N (-1.29, 3.12, 0.27)
C (-2.42, 3.52, -0.59)
C (-2.88, 2.40, -1.50)
O (-4.05, 2.18, -1.68)
O (-1.86, 1.77, -2.13)
H (-1.64, 2.83, 1.15)
H (-0.70, 3.94, 0.45)
H (-2.11, 4.36, -1.21)
H (-3.31, 3.84, -0.05)
F (-3.36, -4.56, 5.61)
C (-2.10, -4.13, 5.78)
F (-1.31, -5.10, 5.28)
F (-1.87, -4.04, 7.08)
C (-1.85, -2.78, 5.11)
C (-2.02, -2.63, 3.76)
C (-1.70, -1.42, 3.16)
C (-1.18, -0.39, 3.90)
C (-1.07, -0.50, 5.29)
C (-1.40, -1.70, 5.90)
P (-0.64, 1.11, 3.06)
C (1.12, 1.40, 3.27)
C (1.70, 1.57, 4.53)
C (3.08, 1.59, 4.65)
C (3.88, 1.42, 3.53)
C (3.30, 1.36, 2.28)
C (1.93, 1.36, 2.17)
C (5.39, 1.38, 3.76)
F (6.07, 0.64, 2.87)
F (5.66, 0.90, 4.96)
F (5.91, 2.62, 3.68)
C (-1.57, 2.45, 3.74)
C (-0.99, 3.72, 3.87)
C (-1.76, 4.79, 4.25)
C (-3.13, 4.61, 4.51)
C (-3.70, 3.35, 4.37)
C (-2.93, 2.27, 4.02)
C (-3.98, 5.76, 5.00)
F (-3.25, 6.77, 5.45)
F (-4.78, 5.40, 5.98)
F (-4.74, 6.18, 3.99)
H (-2.41, -3.46, 3.17)
H (-1.86, -1.28, 2.09)
H (-0.72, 0.32, 5.91)
H (-1.33, -1.78, 6.97)
H (1.09, 1.68, 5.40)
H (3.52, 1.70, 5.63)
H (3.94, 1.28, 1.40)
H (1.45, 1.31, 1.20)
H (0.07, 3.89, 3.64)
H (-1.31, 5.77, 4.35)
H (-4.73, 3.20, 4.64)
H (-3.35, 1.27, 3.97)
C (-3.12, 2.71, -4.79)
Ge (-2.13, 1.34, -3.93)
C (-2.96, -0.44, -3.91)
C (-2.42, -1.49, -3.21)
C (-3.07, -2.71, -3.16)
C (-4.31, -2.86, -3.79)
C (-4.86, -1.79, -4.50)
C (-4.19, -0.59, -4.56)
C (-0.27, 1.40, -4.48)
C (0.68, 1.96, -3.66)
C (2.00, 2.15, -4.09)
C (2.32, 1.83, -5.37)
C (1.41, 1.29, -6.28)
C (1.74, 1.01, -7.63)
C (0.78, 0.60, -8.51)
C (-0.57, 0.42, -8.07)
C (-0.89, 0.61, -6.76)
C (0.07, 1.07, -5.82)
H (-2.84, 2.69, -5.84)
H (-2.83, 3.68, -4.39)
H (-4.19, 2.57, -4.72)
H (-1.48, -1.32, -2.72)
H (-2.62, -3.55, -2.62)
H (-4.87, -3.77, -3.68)
H (-5.83, -1.84, -4.93)
H (-4.62, 0.28, -5.05)
H (0.39, 2.35, -2.70)
H (2.69, 2.56, -3.36)
H (3.33, 2.03, -5.74)
H (2.75, 1.18, -7.97)
H (1.02, 0.41, -9.53)
H (-1.34, 0.13, -8.77)
H (-1.91, 0.40, -6.45)

Calculated values
energy above the lowest of the compared OMol25 structures with the same formula, charge and spin = 0.00 kcal/mol
Kohn-Sham gap (alpha / beta) = 5.9 / 3.3 eV
E_HOMO (alpha / beta) = -12.3 / -12.3 eV
⟨S²⟩ = 0.77
total charge = +2
spin multiplicity = 2

***

(4)
A cluster of 3 separate species, CH5O4 in total in a non-equilibrium geometry. Source: the Open Molecules 2025 dataset; level of theory: the ωB97M-V functional and the def2-TZVPD basis.

Cartesian coordinates (Å):
O (-1.89, -1.49, -0.90)
C (-0.98, -2.05, -0.25)
O (-0.17, -1.64, 0.59)
H (-0.97, -3.20, -0.36)
H (2.81, 1.33, 1.25)
H (1.70, 1.87, 0.41)
O (2.51, 2.16, 0.87)
H (-1.06, 0.44, -0.01)
H (-1.18, 1.29, -1.23)
O (-0.76, 1.30, -0.38)

Calculated values
energy above the lowest of the compared OMol25 structures with the same formula, charge and spin = 12.50 kcal/mol
Kohn-Sham gap = 8.5 eV
E_HOMO = -4.3 eV
total charge = -1